(1)
# C3H5N2O

A gas-phase ion, C3H5N2O (charge +1) (the ωB97M-V functional and the def2-TZVPD basis, the Open Molecules 2025 dataset).

Geometry as XYZ:
```
11
Properties=species:S:1:pos:R:3:forces:R:3
N 2.665 -0.012 -0.265 0.650 -1.105 0.602
C 1.474 0.534 -0.443 -1.307 1.797 -0.558
O 1.159 1.571 -0.996 1.041 -0.584 0.303
C 0.226 -0.106 0.131 -9.300 0.731 0.362
C -1.103 0.021 0.217 9.038 -0.563 -0.367
N -2.491 -0.298 0.453 3.460 -2.861 -2.837
H 2.711 -0.956 0.102 0.086 0.327 0.040
H 3.553 0.475 -0.381 -0.688 0.047 -0.321
H -2.760 -0.680 -0.506 -0.146 -0.176 1.481
H -3.044 0.506 0.524 -1.314 1.646 1.395
H -2.390 -1.054 1.165 -1.520 0.741 -0.101
```
Forces are in eV/Å.

Computed properties:
- HOMO-LUMO gap: 9.4 eV
- Net charge: +1
- 2S+1: 1
- Energy relative to the best compared isomer or geometry (same formula, charge and spin): 103.3 kcal/mol
- Lowest unoccupied orbital energy: -4.58 eV



(2)
# C17H16ClNO5

A single C17H16ClNO5 molecule (the ωB97M-V functional and the def2-TZVPD basis, the Open Molecules 2025 dataset).

Geometry as XYZ:
```
40
Properties=species:S:1:pos:R:3:forces:R:3
C 3.387 4.986 -1.088 -0.278 0.367 0.064
O 3.641 3.613 -0.841 0.073 -0.183 0.051
C 2.701 2.962 -0.154 -0.250 0.329 0.038
O 1.694 3.500 0.252 0.103 0.008 -0.046
C 2.989 1.526 0.069 0.125 -0.176 -0.028
C 2.086 0.845 0.880 0.247 -0.022 -0.136
C 2.204 -0.508 1.141 0.085 -0.127 -0.029
C 1.187 -1.216 2.003 0.140 -0.066 0.020
N -0.166 -0.940 1.574 0.115 0.317 0.188
C -0.911 -1.843 0.895 -0.152 0.164 0.070
O -0.563 -2.995 0.726 0.019 -0.263 -0.058
C -2.228 -1.323 0.418 -0.234 -0.109 -0.185
C -2.426 -0.008 0.005 -0.071 -0.181 0.059
C -3.664 0.409 -0.440 -0.284 -0.013 -0.046
C -4.741 -0.474 -0.480 0.309 -0.260 0.136
O -5.941 -0.040 -0.903 -0.224 0.011 -0.067
C -4.525 -1.797 -0.081 -0.015 0.078 -0.017
Cl -5.868 -2.907 -0.149 0.041 0.033 0.006
C -3.288 -2.222 0.352 0.170 0.135 0.014
C 3.270 -1.189 0.569 -0.172 0.208 0.113
C 4.192 -0.534 -0.225 0.283 0.095 -0.212
C 4.076 0.829 -0.495 -0.207 -0.077 0.181
O 4.937 1.519 -1.270 -0.088 -0.095 0.063
C 6.034 0.850 -1.846 0.170 -0.157 -0.077
H 3.272 5.527 -0.146 0.020 -0.013 -0.109
H 4.244 5.358 -1.642 -0.026 -0.040 0.024
H 2.471 5.104 -1.671 0.094 0.024 0.044
H 1.280 1.429 1.302 -0.074 0.077 0.008
H 1.300 -0.905 3.048 -0.028 -0.119 -0.098
H 1.321 -2.298 1.935 0.010 0.151 0.107
H -0.497 0.006 1.663 -0.116 -0.149 0.006
H -1.608 0.697 -0.007 0.090 0.076 0.003
H -3.827 1.423 -0.767 -0.013 0.122 -0.051
H -6.568 -0.781 -0.875 0.110 0.159 -0.015
H -3.123 -3.247 0.646 -0.023 -0.096 0.001
H 3.383 -2.249 0.744 0.009 -0.130 0.007
H 5.007 -1.102 -0.644 0.077 -0.014 -0.066
H 5.711 0.056 -2.527 0.011 0.021 0.042
H 6.572 1.610 -2.410 -0.010 -0.088 0.028
H 6.697 0.431 -1.082 -0.038 0.002 -0.032
```
Forces are in eV/Å.

Computed properties:
- HOMO-LUMO gap: 9.3 eV
- 2S+1: 1
- Energy relative to the best compared isomer or geometry (same formula, charge and spin): 10.8 kcal/mol
- Lowest unoccupied orbital energy: 0.52 eV



(3)
# C39H77BrN6O8

5 unconnected molecules or ions with the total composition C39H77BrN6O8 (the ωB97M-V functional and the def2-TZVPD basis, the Open Molecules 2025 dataset).

Geometry as XYZ:
```
131
Properties=species:S:1:pos:R:3:forces:R:3
N -6.147 0.795 -5.095 5.206 -1.391 4.457
C -5.212 0.611 -4.337 -2.386 1.180 -3.026
C -3.785 0.548 -3.554 -1.570 -0.577 -1.633
C -2.930 -0.622 -4.328 0.676 0.375 0.287
C -2.299 -1.716 -3.315 0.253 -0.182 -0.679
C -2.131 -3.191 -4.003 -0.039 1.010 1.730
Br -0.469 -3.049 -5.139 -1.233 -0.227 0.462
C -3.090 2.014 -3.662 -1.427 1.929 1.083
C -4.286 3.079 -3.904 -2.363 1.660 -1.302
N -5.232 3.785 -4.162 5.002 -3.420 1.538
C -2.359 2.464 -2.269 -0.583 -0.593 -0.130
C -1.394 1.237 -1.855 0.589 1.281 0.511
C -0.075 1.670 -1.046 2.832 0.310 2.220
C 0.745 2.981 -1.275 0.996 -3.075 2.728
C 2.050 3.202 -0.399 -1.101 -2.813 0.667
C 2.554 2.155 0.662 -3.501 -1.177 -1.699
C 1.713 0.829 0.916 -1.522 3.127 -3.484
C 0.434 0.635 0.048 1.743 2.218 -0.191
H -4.044 0.231 -2.483 0.574 0.723 -1.511
H -2.028 -0.084 -4.821 -1.666 -0.997 0.478
H -3.593 -1.096 -5.152 1.224 0.746 1.508
H -1.212 -1.395 -3.056 -2.043 -0.534 -0.161
H -2.930 -1.750 -2.351 0.926 -0.244 -1.469
H -3.052 -3.512 -4.600 1.587 0.411 0.732
H -1.869 -3.921 -3.145 -0.532 1.023 -1.743
H -2.328 2.113 -4.510 -1.374 -0.372 1.013
H -1.802 3.465 -2.375 -0.845 -1.662 -0.124
H -3.202 2.647 -1.490 1.568 -0.432 -1.195
H -1.041 0.741 -2.828 -0.589 0.462 1.550
H -2.011 0.540 -1.177 1.186 0.741 -1.279
H 0.399 3.734 -2.072 0.802 -1.233 1.520
H 2.718 4.139 -0.535 -1.478 -1.737 0.122
H 3.507 2.272 1.290 -1.556 0.158 -1.284
H 2.012 0.022 1.670 -0.432 1.472 -1.236
H -0.175 -0.339 0.203 1.060 1.878 -0.324
C -0.781 0.937 4.084 0.223 -0.127 -0.432
O -0.363 -0.421 4.091 -0.126 0.340 0.388
C -0.548 -1.068 5.351 0.038 -0.576 -0.153
C -1.692 -2.081 5.286 -0.055 0.598 0.000
N -2.991 -1.418 5.164 0.151 -0.236 -0.082
C -4.087 -2.317 4.791 -0.015 0.313 -0.220
C -3.975 -3.069 3.453 -0.428 -0.003 0.161
O -4.074 -2.235 2.302 0.312 -0.220 0.152
C -2.872 -1.572 1.944 -0.356 0.083 -0.112
H -0.403 1.398 3.164 -0.028 -0.149 0.146
H -1.870 1.013 4.075 -0.096 0.157 0.140
H -0.375 1.485 4.938 -0.062 -0.008 0.035
H -0.692 -0.350 6.167 -0.130 0.040 -0.185
H 0.380 -1.611 5.558 -0.056 0.013 0.016
H -1.686 -2.693 6.195 -0.014 0.025 -0.037
H -1.496 -2.737 4.434 0.195 -0.159 -0.011
H -2.928 -0.690 4.460 0.029 -0.091 0.122
H -4.993 -1.702 4.754 0.031 -0.149 0.027
H -4.234 -3.044 5.598 0.071 -0.039 -0.064
H -4.832 -3.748 3.396 0.028 0.106 -0.028
H -3.088 -3.708 3.396 0.144 0.146 -0.032
H -1.984 -2.171 2.159 -0.016 0.056 0.106
H -2.815 -0.604 2.446 0.287 0.025 0.019
H -2.901 -1.372 0.870 -0.082 -0.096 0.010
C -4.953 0.722 7.235 -0.172 -0.057 -0.377
O -5.840 -0.380 7.106 0.354 0.128 0.399
C -5.884 -1.211 8.267 -0.467 -0.268 -0.117
C -7.210 -1.047 9.012 0.429 0.391 -0.023
N -7.307 0.265 9.655 -0.158 -0.173 -0.141
C -8.655 0.603 10.121 0.161 0.201 -0.190
C -9.783 0.667 9.077 -0.129 0.283 0.344
O -9.673 1.752 8.161 0.012 -0.440 0.040
C -8.785 1.525 7.077 -0.135 0.358 0.027
H -4.820 1.162 6.240 -0.047 -0.155 0.153
H -5.373 1.489 7.889 0.109 0.099 0.137
H -3.975 0.407 7.607 -0.018 0.006 -0.002
H -5.027 -1.042 8.929 -0.105 0.186 -0.073
H -5.819 -2.244 7.909 -0.008 0.024 0.040
H -7.294 -1.827 9.777 0.001 0.041 -0.022
H -8.012 -1.196 8.285 -0.045 -0.212 -0.114
H -7.012 0.978 8.998 -0.011 -0.133 0.084
H -8.581 1.589 10.593 -0.118 -0.093 -0.028
H -8.939 -0.102 10.911 -0.027 -0.045 -0.096
H -10.716 0.842 9.625 0.079 0.051 -0.043
H -9.927 -0.279 8.546 0.174 0.001 -0.111
H -8.778 0.481 6.753 0.078 0.003 0.097
H -7.779 1.853 7.344 0.148 -0.185 -0.143
H -9.110 2.143 6.237 -0.092 -0.034 0.101
C 10.209 4.890 0.827 -0.325 0.307 0.175
O 9.150 5.335 -0.008 0.480 -0.259 -0.106
C 9.254 4.872 -1.356 -0.531 0.087 -0.198
C 8.196 3.809 -1.658 0.479 -0.075 0.337
N 8.476 2.556 -0.954 -0.218 0.163 -0.059
C 7.356 1.609 -0.953 0.151 0.094 0.296
C 6.034 2.057 -0.307 0.027 -0.517 -0.048
O 6.094 2.209 1.109 -0.112 0.226 -0.331
C 6.642 3.442 1.551 -0.051 -0.240 0.285
H 10.163 5.464 1.759 -0.046 -0.067 -0.208
H 10.095 3.833 1.078 0.195 -0.120 -0.001
H 11.184 5.060 0.363 0.006 -0.068 -0.009
H 10.263 4.513 -1.593 -0.092 -0.085 0.193
H 9.060 5.739 -1.995 0.007 -0.060 0.009
H 8.175 3.616 -2.736 0.002 -0.002 0.050
H 7.228 4.223 -1.367 -0.107 0.194 -0.109
H 8.714 2.763 0.010 -0.007 0.001 -0.159
H 7.705 0.720 -0.416 -0.136 0.035 -0.063
H 7.162 1.296 -1.985 -0.065 0.093 0.026
H 5.305 1.259 -0.484 0.054 0.050 0.059
H 5.612 2.952 -0.778 0.122 0.132 0.069
H 6.398 4.272 0.883 0.101 -0.056 -0.058
H 7.722 3.349 1.672 0.064 0.253 -0.069
H 6.228 3.663 2.538 -0.064 -0.083 -0.078
C 6.353 -2.142 -9.416 -0.281 0.356 -0.160
O 5.227 -2.430 -10.233 0.451 -0.296 0.155
C 5.115 -3.812 -10.582 -0.549 -0.041 -0.175
C 3.950 -4.475 -9.844 0.508 0.170 0.241
N 4.229 -4.614 -8.413 -0.199 0.064 -0.165
C 3.054 -4.955 -7.607 0.185 0.277 0.083
C 1.867 -3.977 -7.613 0.005 -0.312 0.353
O 2.127 -2.733 -6.968 -0.103 -0.215 -0.372
C 2.817 -1.785 -7.767 -0.052 0.129 0.369
H 6.475 -1.054 -9.388 -0.079 -0.200 -0.057
H 6.196 -2.490 -8.393 0.184 -0.095 0.098
H 7.266 -2.583 -9.824 0.001 -0.046 0.052
H 6.054 -4.355 -10.424 -0.070 0.128 0.178
H 4.901 -3.841 -11.656 0.003 -0.025 0.056
H 3.770 -5.467 -10.271 0.009 0.040 0.029
H 3.063 -3.862 -10.021 -0.104 0.029 -0.220
H 4.610 -3.742 -8.063 -0.034 -0.129 -0.086
H 3.405 -5.045 -6.573 -0.140 -0.012 -0.060
H 2.700 -5.948 -7.906 -0.051 0.078 -0.064
H 1.065 -4.444 -7.033 0.107 0.041 -0.029
H 1.452 -3.817 -8.614 0.154 0.119 -0.073
H 2.547 -1.852 -8.824 0.083 -0.091 0.023
H 3.895 -1.900 -7.637 0.078 0.066 -0.246
H 2.558 -0.786 -7.409 -0.087 -0.102 0.027
```
Forces are in eV/Å.

Computed properties:
- HOMO-LUMO gap: 8.9 eV
- 2S+1: 1
- Lowest unoccupied orbital energy: 0.26 eV



(4)
# C5H9NO2

A molecular structure, C5H9NO2 (the ωB97M-V functional and the def2-TZVPD basis, the Open Molecules 2025 dataset).

Geometry as XYZ:
```
17
Properties=species:S:1:pos:R:3:forces:R:3
C 2.533 -1.235 0.109 0.427 0.279 -2.532
C 0.611 0.326 -0.049 -2.633 -3.736 2.630
C -0.442 -0.745 0.408 1.341 3.919 -2.574
C -1.890 -0.656 0.034 -2.662 -1.095 -3.047
C -2.404 0.910 0.262 1.563 -0.826 0.086
H 2.743 -1.841 -1.017 -1.058 1.338 3.988
H 3.499 -1.010 0.581 0.064 0.566 -0.974
H 2.052 -1.616 1.020 -0.820 -0.779 -1.144
H 1.300 2.086 -0.791 -2.434 -1.313 3.029
H -0.404 1.675 -0.968 2.770 0.756 3.462
H -0.162 -1.733 0.247 1.153 -1.590 -0.137
H -3.495 1.272 0.053 2.006 -1.311 0.702
H -2.012 0.742 1.459 -1.301 2.108 -3.148
H -1.657 1.714 -0.528 -2.974 -2.526 3.076
N 0.450 1.697 -0.062 -0.701 1.296 -7.341
O 1.883 0.072 -0.276 1.599 -2.156 0.799
O -2.603 -1.658 -0.481 3.661 5.068 3.128
```
Forces are in eV/Å.

Computed properties:
- HOMO-LUMO gap: 8.6 eV
- 2S+1: 1
- Energy relative to the best compared isomer or geometry (same formula, charge and spin): 179.5 kcal/mol
- Lowest unoccupied orbital energy: 0.24 eV